Entry 1:
Here is a cluster of 7 separate species, C26H58O18P2 in total from OMol25. Energies are from ωB97M-V/def2-TZVPD.

Element x y z (Å)
C1 -4.55291 -2.20887 -1.33402
O1 -3.98109 -0.89520 -1.36710
P1 -4.76129 0.56145 -1.62300
O2 -3.80864 1.74062 -1.70034
O3 -5.80974 0.17872 -2.86136
C2 -6.59977 1.20612 -3.41739
O4 -5.68791 0.63288 -0.22643
C3 -6.62141 1.67025 0.03538
H1 -4.49892 -2.68351 -0.35427
H2 -4.09788 -2.81092 -2.12051
H3 -5.63620 -2.26076 -1.44316
H4 -6.30124 2.21858 -3.14552
H5 -7.63497 1.14811 -3.08112
H6 -6.64648 1.22520 -4.50623
H7 -6.62068 2.67992 -0.37532
H8 -6.62987 1.88351 1.10428
H9 -7.60723 1.32142 -0.27214
C4 -1.85321 -3.68482 -7.40217
O5 -0.51403 -3.17869 -7.22898
P2 -0.16197 -1.64064 -6.99593
O6 -1.10125 -0.65838 -7.55799
O7 1.36372 -1.52860 -7.44682
C5 2.37468 -2.50647 -7.21764
O8 -0.02410 -1.65487 -5.29857
C6 -1.04677 -1.13319 -4.41352
H10 -2.44780 -3.03561 -8.04489
H11 -2.29617 -3.71907 -6.40682
H12 -1.68227 -4.67543 -7.82357
H13 3.32292 -2.16389 -6.80340
H14 2.62283 -2.89385 -8.20580
H15 2.06145 -3.22825 -6.46330
H16 -1.72963 -1.82451 -3.91970
H17 -1.65091 -0.45156 -5.01225
H18 -0.53373 -0.50507 -3.68526
O9 6.69744 2.16975 5.57531
C7 6.72751 2.95410 6.48788
O10 5.69226 3.74795 6.96372
C8 4.52390 3.92975 6.10186
C9 3.61819 2.74276 6.43649
C10 7.93765 3.31579 7.23703
H19 4.80310 3.98867 5.04988
H20 4.00090 4.83526 6.40947
H21 4.16101 1.91639 5.97762
H22 2.67099 2.93254 5.93162
H23 3.44220 2.55439 7.49557
H24 8.04599 2.97941 8.26815
H25 8.14912 4.36086 7.01075
H26 8.71869 2.82606 6.65545
O11 -2.74944 -4.61921 1.94131
C11 -2.00030 -3.92129 1.27183
O12 -1.79729 -2.55137 1.53582
C12 -2.40306 -1.81929 2.49384
C13 -3.74800 -1.14293 2.05431
C14 -1.18507 -4.24085 0.06337
H27 -1.53076 -1.23162 2.77989
H28 -2.68133 -2.46811 3.32433
H29 -3.56182 -0.45250 1.23168
H30 -4.02091 -0.50935 2.89822
H31 -4.55087 -1.87557 1.97226
H32 -0.94542 -5.30394 0.08559
H33 -0.33279 -3.61934 0.33803
H34 -1.58546 -4.02747 -0.92772
O13 1.61169 -2.74035 2.86633
C15 2.11929 -3.00207 1.74218
O14 2.59376 -4.22188 1.33648
C16 2.77757 -5.27633 2.22225
C17 1.36352 -5.72925 2.67530
C18 2.29128 -1.92542 0.70674
H35 3.51368 -5.17285 3.01945
H36 3.20020 -6.08147 1.62123
H37 1.35426 -6.70321 3.16458
H38 0.58926 -5.76175 1.90878
H39 0.96307 -5.15533 3.51098
H40 3.27958 -1.87394 0.24989
H41 2.21412 -1.01103 1.29497
H42 1.46706 -1.82346 0.00079
O15 3.85314 4.87220 -0.92688
C19 3.06469 3.93142 -0.87274
O16 2.16996 3.53418 -1.74363
C20 1.57668 4.52509 -2.63565
C21 0.07383 4.74159 -2.40128
C22 3.34315 2.82432 0.17330
H43 1.77244 4.09263 -3.61685
H44 2.03209 5.51391 -2.58150
H45 -0.50682 3.83946 -2.59388
H46 -0.45667 5.49234 -2.98697
H47 0.00842 4.86902 -1.32073
H48 2.51622 2.12734 0.03728
H49 3.38651 3.33296 1.13638
H50 4.29729 2.32936 -0.00756
O17 -1.16235 1.67657 3.09249
C23 -0.12502 2.06245 2.47503
O18 -0.00606 2.33045 1.17920
C24 -1.04686 2.03150 0.25703
C25 -0.46964 0.98552 -0.74245
C26 1.12476 2.43412 3.39503
H51 -1.28315 2.97042 -0.24367
H52 -1.92149 1.58639 0.73136
H53 0.61479 0.95013 -0.84659
H54 -0.96311 1.07133 -1.71055
H55 -0.74362 0.06244 -0.23162
H56 1.02060 2.19241 4.45278
H57 1.23547 3.51586 3.31983
H58 1.95248 1.98745 2.84415

## Properties
2S+1: 2
HOMO energy (spin up / spin down): 0.63 / -8.02 eV
HOMO-LUMO gap (spin up / spin down): 1.4 / 10.0 eV
Charge: -1



Entry 2:
Here is a structure of composition C26H58OP4Ru from OMol25. Energies are from ωB97M-V/def2-TZVPD.

Element x y z (Å)
Ru1 1.73098 1.48363 -1.85819
P1 2.43126 1.24432 0.19353
P2 -0.24412 2.42341 -1.62688
P3 3.15777 -0.18313 -2.80989
H1 -0.58505 -2.44711 -0.16013
C1 0.36500 -2.99918 -0.11479
C2 1.30162 -2.73762 0.81899
H2 1.06825 -2.08213 1.68286
C3 1.31723 1.33492 1.61853
C4 3.24614 2.86193 -0.09148
C5 3.70096 0.10860 0.76878
C6 -2.02165 1.98644 -1.86280
C7 -0.38466 3.81916 -0.42310
C8 0.22228 3.22700 -3.21273
C9 3.57506 -1.78549 -2.03979
C10 4.61920 0.87004 -2.81767
C11 2.78387 -0.62866 -4.50060
H3 0.55976 -3.61367 -1.03027
H4 2.34244 -3.09269 0.76361
H5 1.30389 0.37984 2.17932
H6 0.28435 1.58393 1.30876
H7 1.67389 2.13875 2.32027
H8 2.59827 3.50571 -0.72620
H9 4.22500 2.74910 -0.57002
H10 3.35239 3.31731 0.89795
H11 3.26026 -0.88330 0.87920
H12 4.05049 0.45096 1.75511
H13 4.55360 0.08783 0.08936
H14 -2.43845 2.49802 -2.75622
H15 -2.63448 2.24907 -0.97594
H16 -2.01168 0.88521 -2.01106
H17 -0.70566 4.73492 -0.94494
H18 0.60442 3.97713 0.02483
H19 -1.09936 3.55614 0.37034
H20 -0.07542 4.27683 -3.20665
H21 -0.26849 2.68144 -4.01552
H22 1.31280 3.15230 -3.34291
H23 4.00518 -2.40921 -2.82502
H24 2.69702 -2.28756 -1.62848
H25 4.30459 -1.64943 -1.24203
H26 5.23847 0.55255 -3.65633
H27 5.18534 0.76423 -1.89388
H28 4.33588 1.91505 -2.95664
H29 3.51942 -1.34243 -4.89051
H30 2.79104 0.26825 -5.12499
H31 1.79242 -1.08800 -4.56524
C12 -1.00760 -1.10137 -3.71446
C13 -1.87499 -0.36982 -4.65146
C14 -2.21106 -0.94208 -5.88075
C15 -1.62400 -2.15839 -6.29186
C16 -0.69921 -2.81901 -5.45494
C17 -0.35900 -2.31484 -4.21480
O1 -0.93206 -0.77028 -2.49457
H32 1.75345 -0.05870 -1.53203
H33 -2.32685 0.55257 -4.25120
H34 -2.95710 -0.40473 -6.47880
H35 -1.93701 -2.59392 -7.25409
H36 -0.25242 -3.76374 -5.80043
H37 0.33535 -2.84277 -3.53016
C18 -1.72305 -3.15965 2.45158
C19 -2.55986 -1.91533 2.72574
C20 -3.53445 -2.17035 3.85340
P4 -1.42545 -0.40270 2.90937
C21 -2.42558 1.14503 2.56177
C22 -3.93162 0.97952 2.71412
C23 -1.89878 2.38708 3.28805
C24 -0.95129 -0.30797 4.69929
C25 -2.04212 -0.01693 5.72139
C26 -0.09956 -1.51877 5.09514
H38 -1.06688 -3.42747 3.29193
H39 -1.08648 -3.02724 1.57160
H40 -2.40502 -3.99541 2.25368
H41 -3.11332 -1.65836 1.80678
H42 -3.03330 -2.56676 4.74027
H43 -4.13898 -1.29880 4.12413
H44 -4.23012 -2.94039 3.49646
H45 -2.20699 1.26548 1.48287
H46 -4.24208 0.86226 3.75804
H47 -4.40914 1.89038 2.33660
H48 -4.32382 0.14150 2.12974
H49 -0.80282 2.43972 3.31467
H50 -2.25296 3.27591 2.74811
H51 -2.27458 2.46702 4.31429
H52 -0.27566 0.56065 4.67165
H53 -2.64738 -0.89927 5.94978
H54 -1.53238 0.27527 6.64679
H55 -2.69634 0.81179 5.43749
H56 0.36981 -1.30563 6.06436
H57 -0.69952 -2.42950 5.21533
H58 0.71060 -1.72839 4.38460

## Properties
2S+1: 6
Relative energy (zero: lowest compared OMol25 entry of this formula, charge and spin): 4.053 eV
HOMO energy (spin up / spin down): -14.59 / -14.79 eV
HOMO-LUMO gap (spin up / spin down): 6.7 / 3.7 eV
Charge: +3



Entry 3:
Here is a structure of composition C26H58OP4Sn from OMol25. Energies are from ωB97M-V/def2-TZVPD.

Element x y z (Å)
Sn1 -0.06984 0.00871 0.04160
P1 1.75417 1.05275 1.31709
P2 -1.00513 1.82696 -1.27023
P3 1.47337 -0.54314 -1.90335
H1 -1.80187 -2.20827 0.00541
C1 -0.80587 -2.07230 -0.34354
C2 0.29814 -2.10530 0.69335
H2 0.02430 -2.24058 1.71529
C3 1.40893 1.39120 3.01461
C4 2.45231 2.58318 0.74100
C5 3.16054 -0.05824 1.43383
C6 -2.30287 1.34954 -2.40310
C7 -1.74049 3.14680 -0.34014
C8 0.09921 2.76900 -2.33073
C9 2.28784 -2.12069 -1.75405
C10 2.79885 0.55831 -2.28370
C11 0.54873 -0.72198 -3.41661
H3 -0.58286 -2.46778 -1.30591
H4 1.24522 -2.49604 0.40520
H5 1.00797 0.52617 3.55355
H6 0.71196 2.23456 3.13306
H7 2.37122 1.67699 3.49528
H8 1.71200 3.39311 0.77418
H9 2.85797 2.52082 -0.27357
H10 3.28847 2.85430 1.43210
H11 2.87849 -1.00118 1.91768
H12 3.92766 0.44718 2.06770
H13 3.61527 -0.28768 0.46654
H14 -2.67150 2.27086 -2.91503
H15 -3.15064 0.88587 -1.87924
H16 -1.95376 0.64752 -3.16804
H17 -2.10903 3.89792 -1.06577
H18 -1.01331 3.63749 0.32317
H19 -2.59449 2.82843 0.26508
H20 -0.52278 3.57730 -2.78466
H21 0.53032 2.18695 -3.14600
H22 0.90746 3.24355 -1.76060
H23 2.85817 -2.23864 -2.69984
H24 1.59534 -2.96232 -1.66165
H25 2.99796 -2.15197 -0.91602
H26 3.25536 0.17395 -3.22529
H27 3.57084 0.55074 -1.50793
H28 2.48092 1.59155 -2.45468
H29 1.26351 -1.11100 -4.18032
H30 0.14545 0.22669 -3.78372
H31 -0.27583 -1.43889 -3.31621
C12 -2.60862 -0.86173 -7.12844
C13 -3.75188 -1.41510 -7.79117
C14 -3.94046 -2.78597 -7.78532
C15 -3.03389 -3.63913 -7.14383
C16 -1.91828 -3.09854 -6.49739
C17 -1.70326 -1.72059 -6.48640
O1 -2.35656 0.45933 -7.08658
H32 -3.07173 0.93878 -7.57636
H33 -4.44242 -0.74540 -8.28158
H34 -4.81396 -3.20177 -8.29220
H35 -3.19763 -4.72163 -7.14865
H36 -1.20763 -3.75010 -5.99616
H37 -0.84051 -1.28204 -5.99040
C18 -2.47756 -3.32566 2.26585
C19 -3.12697 -1.92743 2.21264
C20 -4.22433 -2.01718 3.30377
P4 -1.90385 -0.45982 2.13721
C21 -3.05446 0.98471 1.78908
C22 -4.52368 0.88240 2.13484
C23 -2.46458 2.22287 2.48887
C24 -1.29998 -0.38832 3.92410
C25 -2.32980 -0.28901 5.03986
C26 -0.23571 -1.44870 4.30829
H38 -2.01374 -3.52205 3.24492
H39 -1.72555 -3.56730 1.50768
H40 -3.25841 -4.07915 2.14059
H41 -3.65485 -1.82798 1.25054
H42 -3.84983 -2.44094 4.24204
H43 -4.80039 -1.10349 3.55510
H44 -4.96941 -2.73509 2.96571
H45 -3.06323 0.97314 0.65089
H46 -4.66154 0.92184 3.22868
H47 -5.02291 1.77329 1.74420
H48 -5.00489 0.02914 1.68242
H49 -1.42224 2.40813 2.23023
H50 -3.06534 3.11385 2.29085
H51 -2.51261 2.09818 3.59013
H52 -0.85304 0.62559 3.96858
H53 -2.71150 -1.26941 5.35662
H54 -1.83156 0.10199 5.93131
H55 -3.15361 0.39109 4.80686
H56 0.16591 -1.19952 5.29889
H57 -0.69764 -2.45606 4.41682
H58 0.60562 -1.53634 3.62311

## Properties
2S+1: 1
Relative energy (zero: lowest compared OMol25 entry of this formula, charge and spin): 0.000 eV
HOMO energy (spin up / spin down): -19.00 / -18.20 eV
HOMO-LUMO gap (spin up / spin down): 7.2 / 4.9 eV
Charge: +4



The records above give, respectively, strongest force on any atom values of 5.1 4.4 2.7 eV/A.